{"formula": "C25H46Be2BrF9N2O11PS2", "method": "the ωB97M-V functional and the def2-TZVPD basis", "multiplicity": 1, "charge": -1, "de_lowest_kcal_mol": 101.68, "lumo_ev": -4.46, "e_homo_ev": -5.97, "elements": ["C", "C", "H", "H", "H", "C", "H", "C", "O", "C", "Be", "O", "C", "F", "H", "S", "H", "C", "O", "H", "H", "O", "Be", "C", "C", "H", "F", "P", "O", "O", "H", "C", "C", "H", "H", "H", "H", "H", "H", "H", "C", "F", "C", "H", "H", "O", "H", "C", "H", "Br", "H", "H", "H", "C", "H", "H", "F", "C", "C", "C", "F", "H", "C", "S", "N", "H", "C", "H", "H", "N", "C", "H", "H", "O", "O", "F", "H", "H", "H", "C", "H", "F", "H", "F", "H", "C", "O", "C", "F", "H", "H", "C", "H", "H", "H", "H", "O", "H", "H"], "xyz": [[-5.95020, -1.39546, 1.71808], [-4.53334, -0.07998, 3.70118], [4.48086, 3.43376, -6.71932], [1.60903, -0.11709, -4.14100], [2.42562, -1.77296, -2.06414], [0.09794, -0.14279, -1.74655], [-1.15885, -1.05792, -3.22426], [1.82533, -2.11646, -0.02589], [-6.84492, -1.50763, -0.39314], [0.52849, -0.23156, -4.25077], [-0.56257, -3.71506, 2.11572], [2.96619, -7.90131, 5.91411], [-0.08599, -0.92764, -3.04549], [-0.27420, -7.79218, 4.80536], [-5.70106, 0.41639, 0.55971], [0.34197, -5.14620, 5.29052], [-1.24653, 4.92968, 0.58859], [4.41645, 3.30037, -5.63642], [4.04135, -6.11146, 4.63699], [2.46075, -2.99973, 0.08479], [-0.68538, 2.41122, 3.85467], [-7.27912, 2.49754, -3.17294], [3.33659, -4.54548, 3.58339], [-7.36942, 0.15441, -3.26582], [1.55264, 0.06523, -1.31317], [2.13666, 5.07041, -4.17008], [9.62151, 2.87353, -4.44032], [8.31637, 2.05353, -3.95289], [2.09236, -0.23890, 2.57462], [-2.46809, 3.02710, 2.99711], [-3.97152, 0.43343, 4.47542], [-5.70077, -2.04150, 2.92653], [-0.19345, -0.52124, 2.45138], [1.80702, -1.58946, 0.93379], [0.38393, 4.67071, 2.74494], [0.34737, -0.81468, -5.15790], [0.06974, 3.24229, 1.74637], [-6.04885, -3.05206, 3.10703], [-4.78114, -1.87383, 4.86131], [0.97642, -0.93726, 4.17561], [-2.64464, 3.71076, 1.74645], [7.63625, 2.01103, -2.48617], [-5.50592, -0.09380, 1.49678], [-1.28611, 4.00438, 4.36185], [-1.01999, -1.12697, 2.85672], [-5.33329, 1.33221, -3.16035], [2.06212, 0.70153, -2.04432], [1.13454, -0.97626, 3.08248], [2.97088, 3.11145, -1.96967], [2.50903, -5.42821, 1.44941], [1.03089, 4.17822, -3.12692], [0.81194, -2.46428, -0.24933], [-0.45493, -0.65041, -0.94669], [-1.16448, 3.32958, 3.50749], [-7.97583, 0.13913, -4.17337], [-8.02663, 0.07240, -2.39856], [7.58828, 3.48988, -3.79677], [-1.50224, 4.70071, 1.62399], [-0.86192, -6.54473, 5.02510], [3.07062, 2.70977, -5.25439], [-1.67343, -6.68445, 6.16085], [2.94099, 1.76140, -5.78072], [-0.39710, 3.99955, 2.38478], [2.68956, -6.67099, 5.08079], [1.79569, -5.58522, 6.04444], [-1.76312, 5.63749, 2.12706], [-6.57801, 1.46464, -3.19234], [4.09752, 3.93103, -3.03365], [1.16783, -2.08732, 2.90203], [-6.67826, -2.09665, 0.65964], [2.36632, -1.21457, -1.12605], [5.22939, 2.64401, -5.31483], [-2.60975, 2.96323, 0.94677], [0.54333, -4.41579, 3.95849], [2.95337, 2.41908, -3.86875], [7.64776, 0.60301, -4.20576], [-0.37227, 0.84131, -1.85624], [-6.70437, -0.70988, -3.27901], [-4.44198, 1.57463, 2.33392], [3.08421, 3.51706, -2.97832], [4.57955, 4.27406, -5.16796], [-1.62364, -6.21958, 3.87466], [-3.62384, 4.19460, 1.72797], [9.54761, 1.24467, -3.28628], [3.39445, -0.93602, -0.87164], [2.03853, 4.59915, -3.18921], [-0.34515, -4.15539, 6.19994], [-4.79557, 0.56270, 2.49538], [7.84030, 2.08104, -5.49864], [-0.19311, -0.65227, 1.36511], [0.33098, -1.93555, -2.94970], [-4.98704, -1.37808, 3.91853], [0.08899, 0.75914, -4.39323], [2.24887, 3.35863, -5.57741], [-0.41786, 0.52625, 2.66990], [1.97640, -7.14929, 3.96206], [-7.07136, -3.23122, 0.89052], [1.55526, 0.62876, -0.37232], [2.14122, 5.38068, -2.43160]], "atomic_forces_ev_per_a": [[0.4611, 0.4163, 0.6276], [0.0210, -0.0048, -0.0023], [-0.0229, -0.0354, 0.0622], [-0.0589, 0.1024, -0.0236], [-0.0137, 0.0401, -0.0030], [0.0481, -0.0710, 0.0869], [0.0521, -0.0187, 0.0546], [0.1725, -0.2490, 0.1240], [0.0391, -0.2696, 0.4451], [0.0853, -0.1456, -0.1446], [0.9898, 0.4445, 0.6949], [-1.0546, 3.5755, -2.6277], [-0.1851, 0.1063, 0.0058], [-0.8431, 2.7618, 0.2875], [-0.0550, -0.2284, 0.0257], [0.0749, 6.5703, 2.6062], [-0.0436, -0.0485, 0.0661], [0.1041, 0.0214, 0.1831], [-2.7991, 3.1198, -1.4566], [-0.1250, 0.0896, -0.0382], [-0.0893, 0.0058, 0.0374], [1.1411, 0.4306, 0.0886], [-0.4286, -3.2969, -1.6450], [0.2375, -0.2282, -0.0300], [0.0349, 0.1648, -0.1278], [0.0303, 0.0352, 0.0811], [0.4075, 1.9255, -0.9534], [0.0627, -0.1306, 0.0595], [0.0277, -0.9963, 0.5961], [0.1701, 0.0831, -0.0627], [-0.0583, -0.0060, -0.1056], [0.0105, -0.1203, 0.0444], [-0.7016, -0.1176, -0.7884], [0.1332, -0.0340, -0.3779], [-0.0509, -0.0640, -0.0054], [0.0114, 0.0766, 0.0206], [0.0243, 0.0542, 0.0574], [-0.0522, 0.1265, -0.2214], [-0.0612, 0.0187, -0.0957], [0.5957, -0.0652, 0.2697], [-0.1824, -0.2215, -0.2190], [0.0339, -1.5193, 2.0119], [-0.0346, 0.0312, -0.1177], [0.0994, -0.0254, 0.0402], [-0.0362, -0.2810, 0.2301], [0.2902, 0.9389, 0.1299], [-0.0469, -0.0526, 0.0125], [-0.8480, 2.3276, 0.4369], [0.0250, -0.1741, -0.1274], [1.0070, 1.1871, 2.6530], [0.0560, 0.0139, 0.0401], [-0.0927, -0.0757, -0.1060], [-0.0353, 0.0061, 0.0020], [-0.1335, 0.0626, 0.2985], [-0.0083, 0.1160, 0.0324], [0.0065, 0.0704, -0.0373], [-0.5529, 1.9611, -1.5912], [-0.1378, 0.3966, -0.0295], [-2.4428, -2.5507, -0.2240], [0.1968, 0.1200, -0.1136], [1.9633, 0.6299, -3.1088], [-0.0617, -0.0615, 0.2210], [0.3669, -0.2347, -0.1328], [1.0607, -5.0229, 4.5399], [-1.2237, -0.8525, -3.8719], [-0.0026, -0.0429, -0.0660], [-1.6251, -1.3042, -0.1240], [-0.0604, 0.0207, -0.0279], [-0.0567, -1.1832, -0.8187], [-0.2792, -0.1357, -0.5094], [-0.0039, 0.2142, 0.0466], [-0.0425, 0.0823, -0.0856], [-0.0276, 0.0789, -0.0713], [0.3311, -2.4283, 0.8941], [-0.2262, -0.2047, 0.1777], [-0.7904, -1.9974, 1.4745], [0.0049, -0.0721, -0.0188], [0.0047, -0.0422, 0.0281], [-0.0160, -0.1334, 0.0296], [0.1407, 0.0732, -0.0657], [0.0026, -0.0231, -0.0914], [1.6090, -0.7544, 2.9344], [0.0216, -0.0966, 0.0758], [0.4689, -1.8929, 1.0342], [-0.0756, -0.0223, -0.0428], [-0.0913, 0.0428, -0.1722], [1.6883, -3.8771, -2.0586], [-0.0476, -0.1691, 0.0704], [0.2999, 1.6551, -2.0128], [0.1594, 0.0766, 0.1512], [0.0233, 0.0120, 0.0572], [0.0003, 0.1369, -0.2196], [0.0932, -0.0270, 0.0248], [-0.0303, 0.0653, 0.0118], [0.2086, -0.1213, 0.0249], [0.5519, 1.0498, 0.5859], [0.1527, 0.3192, 0.0039], [0.0424, -0.0574, 0.0049], [0.0111, -0.0698, -0.0296]], "mulliken_charge": [0.014, -0.576, 0.428, 0.157, 0.353, -0.355, 0.444, 0.155, -0.567, -1.075, 0.590, -0.557, -0.718, -0.213, 0.596, 0.981, 0.352, -1.180, -0.462, 0.157, 0.177, -0.631, 0.878, -0.748, 0.281, 0.282, -0.341, 1.016, -0.509, -0.325, 0.464, -0.451, 0.495, -0.243, 0.376, 0.440, -0.007, 0.453, 0.420, 0.386, -0.400, -0.333, -0.473, 0.316, 0.295, -0.536, -0.297, 0.319, 0.304, -0.336, 0.289, 0.103, -0.121, -0.508, 0.332, 0.170, -0.332, -0.637, 0.644, -0.380, -0.171, 0.316, -0.190, 0.842, -0.462, 0.290, 0.689, 0.329, -0.379, 1.002, -1.083, 0.275, 0.296, -0.471, -0.352, -0.337, 0.544, 0.227, 0.413, -0.225, 0.258, -0.182, 0.288, -0.322, 0.429, -1.174, -0.620, -0.291, -0.332, -0.225, 0.229, -0.427, 0.279, 0.383, -0.566, 0.203, -0.620, 0.365, 0.413]}

---

{"formula": "C4H8O3", "method": "the ωB97M-V functional and the def2-TZVPD basis", "multiplicity": 1, "de_lowest_kcal_mol": 67.31, "lumo_ev": 0.90, "e_homo_ev": -8.67, "elements": ["C", "H", "O", "O", "H", "H", "H", "H", "C", "H", "C", "H", "H", "C", "O"], "xyz": [[0.26844, 0.10335, -0.15967], [0.22400, 2.20856, 0.33293], [-0.23959, -0.85468, 0.71233], [0.49204, -0.33964, -1.44109], [-1.33628, 1.41007, 0.45144], [-0.64112, 1.77518, -1.14013], [-1.33785, -2.07402, -0.56962], [-2.19378, -0.62856, 0.02503], [-1.47530, -1.41247, 0.29261], [-1.85313, -1.98333, 1.13946], [2.10698, 0.39330, 0.54881], [1.25097, -0.94296, -1.45499], [2.16274, 0.92822, 1.49606], [-0.41651, 1.46068, -0.12531], [2.98838, -0.04371, -0.10786]], "atomic_forces_ev_per_a": [[3.7227, 0.8585, 1.4769], [0.0642, 0.0759, 0.0648], [0.2063, 0.1772, -0.1348], [-0.2745, 0.0232, -0.0059], [-0.0947, 0.0411, 0.0375], [-0.0666, 0.1013, -0.0674], [-0.0313, 0.0983, 0.1171], [0.0094, -0.1101, 0.0506], [-0.1723, -0.1013, -0.0956], [-0.0345, 0.0283, -0.0895], [-3.8241, -1.1717, -1.9051], [0.0149, 0.1099, 0.1820], [0.2899, 0.2978, 0.4453], [-0.1523, -0.5113, -0.2361], [0.3430, 0.0827, 0.1604]], "nbo_charge": [0.505, 0.219, -0.552, -0.726, 0.220, 0.234, 0.182, 0.169, -0.261, 0.195, 0.411, 0.493, 0.118, -0.686, -0.521]}

---

{"formula": "C6H2AlN3O5Se3Te", "method": "the ωB97M-V functional and the def2-TZVPD basis", "multiplicity": 1, "charge": -2, "de_lowest_kcal_mol": 0.00, "lumo_ev": 4.15, "e_homo_ev": -1.53, "elements": ["Te", "O", "O", "O", "C", "N", "Se", "O", "H", "C", "N", "O", "Se", "Se", "H", "Al", "C", "C", "C", "C", "N"], "xyz": [[-4.06808, -3.56920, -0.88696], [0.32087, -2.00785, 1.64615], [2.52162, -2.63149, 1.74491], [-0.19771, 0.59520, 0.51254], [0.29219, 2.86929, 0.11887], [1.26719, 4.38505, -1.65924], [-4.89094, -1.82908, 0.81916], [0.44234, -1.55303, -0.96820], [1.44112, 0.12012, -1.28930], [-0.53239, 3.37250, 1.12777], [1.30354, 1.11355, -1.14884], [2.57813, -2.25816, -1.13677], [-1.71753, -3.67333, -0.08257], [-3.15810, -0.24832, 0.81392], [1.85029, 1.81631, -1.62582], [-0.70633, -1.22956, 0.37972], [0.79952, 3.72271, -0.84067], [1.61806, -2.04022, -0.44400], [1.54905, -2.24601, 1.09576], [0.45213, 1.47434, -0.16384], [-1.16496, 3.81717, 1.98743]], "atomic_forces_ev_per_a": [[0.1520, 0.4102, 0.1699], [2.3195, 0.0990, -1.4737], [-1.5790, 0.7214, -1.3531], [0.1876, 0.0907, -0.2346], [-0.1348, -1.4246, -0.3392], [0.3286, 0.4551, -0.6137], [0.3402, -0.2140, -0.0717], [2.2721, -0.7249, 1.0380], [-0.0959, 0.2345, -0.3463], [-0.4080, 0.0642, 0.7912], [-0.2230, -0.0919, 0.4191], [0.1274, -0.0306, 0.5487], [-0.1045, 0.0411, 0.0781], [0.8892, -0.1017, -0.2634], [-0.1430, -0.2557, 0.1134], [-1.8172, 0.0017, 0.2140], [0.3404, 0.7077, -0.0705], [-1.9401, 0.6823, -1.5142], [-0.1943, -0.7053, 2.5860], [-0.3726, 0.0344, 0.4983], [0.0556, 0.0063, -0.1766]], "nbo_charge": [0.099, -0.874, -0.590, -0.814, -0.566, -0.456, -0.260, -0.916, 0.437, 0.328, -0.808, -0.585, -0.647, -0.469, 0.410, 1.759, 0.317, 0.670, 0.669, 0.708, -0.409]}

---

{"formula": "C6H5NO", "method": "the ωB97M-V functional and the def2-TZVPD basis", "multiplicity": 1, "de_lowest_kcal_mol": 53.67, "lumo_ev": -0.30, "e_homo_ev": -9.47, "elements": ["O", "H", "C", "H", "N", "H", "H", "C", "C", "C", "C", "C", "H"], "xyz": [[0.38914, 1.88539, -0.39682], [0.39072, -2.27875, -0.11501], [-1.60171, 0.32029, 0.00508], [-2.59252, 0.85647, -0.08121], [3.24771, -0.16505, -0.13858], [-0.45961, 1.15532, 1.53809], [1.44712, 1.71158, -0.68348], [2.09459, -0.37565, 0.03895], [-0.14264, 0.88765, 0.47397], [0.70439, -0.27875, 0.36339], [-0.02085, -1.30554, -0.05526], [-1.31262, -0.86801, -0.32906], [-2.14371, -1.54495, -0.62005]], "atomic_forces_ev_per_a": [[3.0640, 0.2247, -0.4978], [0.0734, -0.8551, -0.6623], [1.2944, 5.3975, 0.3816], [1.6144, -0.5586, 0.3894], [-3.4490, -1.0059, 0.1610], [1.3705, 0.4141, -0.8931], [-4.3600, 0.4065, 1.5729], [3.6554, 2.1833, 1.0879], [-2.0230, 1.8980, -0.2794], [1.2572, -1.7991, -0.4667], [1.0223, -0.9027, 0.3797], [-4.3578, -5.5261, -1.1047], [0.8383, 0.1234, -0.0685]], "nbo_charge": [-0.716, 0.228, -0.130, 0.240, -0.309, 0.203, 0.502, 0.256, 0.068, -0.182, -0.106, -0.267, 0.215]}